{"formula": "C8H18NOP", "method": "wB97M-V/def2-TZVPD", "smiles": "C=C[P@](=O)(CC)N(CC)CC", "relative_energy_kcal_mol": 62.9, "e_lumo_ha": 0.0200, "homo_energy_ev": -7.937, "elements": ["C", "C", "C", "C", "C", "C", "C", "C", "N", "O", "P", "H", "H", "H", "H", "H", "H", "H", "H", "H", "H", "H", "H", "H", "H", "H", "H", "H", "H"], "coordinates": [[-2.7979, 2.3004, 0.7433], [-2.2581, 1.1633, 1.1156], [1.7664, -0.0203, -2.0221], [2.6099, 0.1410, 1.3879], [-0.8591, -2.5623, -0.6738], [1.0070, 1.0018, -1.2340], [1.0677, 0.3994, 1.2239], [-1.6224, -1.7705, 0.3926], [0.5779, 0.2349, -0.0024], [-2.1654, 0.3282, -1.4752], [-1.5977, 0.0808, -0.1714], [-3.0029, 3.1576, 1.3468], [-2.9458, 2.3964, -0.3394], [-1.9270, 1.1804, 2.1123], [1.2145, -0.6656, -2.6183], [2.3650, 0.4651, -2.8024], [2.3397, -0.6761, -1.3975], [3.2424, 0.7516, 0.6771], [2.9017, 0.3063, 2.4164], [2.7681, -1.0224, 1.1874], [-0.7690, -1.7304, -1.4444], [0.1000, -2.7533, -0.2541], [-1.3939, -3.4261, -1.1093], [1.7510, 1.7941, -0.9046], [0.0474, 1.4744, -1.6762], [0.6164, -0.2148, 2.0719], [0.9891, 1.4816, 1.6477], [-1.3891, -1.9093, 1.5397], [-2.6356, -1.9063, 0.2625]], "atomic_forces_ev_per_a": [[-0.293, 0.284, -2.394], [0.822, 0.180, -0.364], [0.976, 1.360, -1.421], [-0.135, -2.421, -1.631], [-0.668, 2.067, -0.617], [-0.373, 0.338, 2.444], [2.337, 2.646, 5.352], [1.164, 1.911, 1.516], [-5.894, -0.925, -4.771], [-0.362, 0.433, -1.953], [4.234, -2.135, 4.479], [-0.178, 0.138, 0.566], [-0.379, 0.347, 0.359], [0.463, -0.977, 1.338], [-1.854, -1.248, -0.789], [0.514, 0.069, 0.350], [0.618, 0.124, 0.462], [-0.693, -0.741, 0.822], [0.090, 0.269, 0.162], [0.033, 2.395, 0.182], [0.449, -1.827, 0.086], [0.865, -0.575, -0.277], [0.389, 0.407, 0.511], [-1.084, -0.430, -0.428], [1.931, -0.733, 0.198], [-0.013, 0.340, -1.417], [-0.219, -0.905, -0.430], [-0.185, 0.298, -2.399], [-2.557, -0.690, 0.063]]}



{"formula": "C8H18NOP", "method": "wB97M-V/def2-TZVPD", "smiles": "[H]/N=C\\C(C)(C)C.CPCC=O", "relative_energy_kcal_mol": 60.4, "e_lumo_ha": 0.0339, "homo_energy_ev": -8.822, "elements": ["C", "C", "C", "C", "C", "C", "C", "C", "N", "O", "P", "H", "H", "H", "H", "H", "H", "H", "H", "H", "H", "H", "H", "H", "H", "H", "H", "H", "H"], "coordinates": [[-0.3597, -3.0791, -0.7244], [-0.3764, 3.0611, 1.9329], [-2.3417, 1.6307, 1.2051], [-0.7193, 2.5601, -0.5396], [2.6736, -4.2310, -1.7535], [0.8991, -2.7561, -0.0631], [-0.0106, 0.9020, 1.2737], [-0.9812, 2.0154, 0.8700], [0.9535, 0.4710, 0.6460], [-1.3191, -2.3297, -0.8502], [2.1456, -2.5444, -1.6649], [-0.2274, -3.9661, -1.2167], [0.3092, 3.7748, 1.5533], [0.1791, 2.5905, 2.8094], [-1.3172, 3.4944, 2.3466], [-2.6346, 0.7690, 0.7101], [-2.9371, 2.4386, 0.7450], [-2.5178, 1.3947, 2.2216], [0.3155, 2.8225, -0.6832], [-1.0704, 1.8688, -1.3100], [-1.2735, 3.4683, -0.7377], [3.3746, -4.3501, -2.5655], [2.0121, -5.0818, -1.9284], [3.3615, -4.5601, -0.9394], [0.8736, -1.8027, 0.3417], [1.3490, -3.5762, 0.4791], [-0.1736, 0.4270, 2.2448], [1.3606, 0.9258, -0.2499], [1.2030, -2.5688, -2.7547]], "atomic_forces_ev_per_a": [[-0.594, 2.953, 0.781], [-2.161, -0.917, 1.496], [-1.279, 1.697, -1.111], [-0.927, -0.566, 0.167], [1.726, -2.492, 0.004], [1.065, -0.285, -2.517], [-1.899, 0.554, -1.032], [4.849, 0.575, 1.531], [4.071, -0.557, -2.202], [0.681, -0.878, 0.201], [-1.382, 0.845, 1.409], [-0.786, -3.055, -1.678], [0.318, 0.778, -0.738], [-0.909, 0.263, -1.064], [1.045, 0.520, 0.026], [-0.438, -1.859, -1.352], [-0.575, -0.236, 0.979], [-0.192, 0.484, 1.245], [0.428, -0.177, -0.086], [0.316, -0.204, 0.028], [-0.296, 0.378, 0.308], [0.260, 0.331, -0.773], [-0.604, 0.383, 0.269], [-0.756, 0.635, 0.026], [0.190, 1.558, 1.467], [0.063, 0.034, 0.276], [-0.490, 0.024, 0.040], [-1.847, -0.704, 1.749], [0.121, -0.080, 0.552]]}



{"formula": "C8H18NOSi", "method": "wB97M-V/def2-TZVPD", "charge": -1, "e_lumo_ha": 0.1337, "homo_energy_ev": -1.774, "elements": ["C", "C", "C", "C", "C", "C", "C", "C", "N", "O", "Si", "H", "H", "H", "H", "H", "H", "H", "H", "H", "H", "H", "H", "H", "H", "H", "H", "H", "H"], "coordinates": [[-2.2078, -0.8541, -2.1925], [-1.4735, 0.3837, -2.8664], [-1.3372, -1.1858, -0.8566], [-0.7897, 1.0118, -1.5494], [-0.1501, -0.2151, -0.9128], [2.0682, 2.3188, 1.3777], [-0.4233, -1.0388, 2.9087], [2.6416, -0.6008, 1.4659], [0.9381, 1.7409, 2.1259], [1.4677, 1.2084, 3.4597], [1.0796, -0.0069, 2.3250], [-3.3211, -0.6802, -1.9496], [-2.2770, -1.6096, -2.9592], [-0.8584, -0.1211, -3.5412], [-2.2266, 1.0284, -3.3856], [-1.9247, -1.0400, 0.0029], [-1.0019, -2.1603, -0.6154], [-0.0212, 1.6830, -1.7516], [-1.7200, 1.3689, -0.9101], [0.5921, -0.5802, -1.5897], [1.8900, 3.5038, 1.4352], [3.0782, 2.2170, 1.9243], [1.9304, 2.0771, 0.3786], [-1.3291, -0.5301, 2.7549], [-0.5278, -1.8844, 2.2126], [-0.5023, -1.5033, 3.8745], [2.9839, -1.5919, 1.5153], [2.4909, -0.3090, 0.4892], [3.4483, -0.0505, 1.9858]], "atomic_forces_ev_per_a": [[-1.030, 0.314, 0.776], [-2.580, 0.401, 3.014], [0.572, 1.261, -1.907], [-2.302, -2.256, -0.263], [-1.322, 0.340, 1.996], [-0.240, 4.010, 3.527], [1.305, -1.132, -1.344], [0.232, 0.566, 2.990], [0.511, -0.978, -0.065], [0.083, -0.482, 0.059], [-0.891, 0.878, -0.018], [1.517, 0.201, -0.074], [0.267, -0.843, -0.060], [1.697, 0.028, -1.207], [0.600, -0.320, 0.200], [-1.253, 0.994, 1.129], [0.403, -1.677, -0.861], [0.826, 1.980, -0.344], [2.061, -0.084, -1.084], [0.780, -0.429, -0.657], [0.484, -2.118, -0.260], [-1.433, -0.477, -1.305], [0.477, -0.821, -2.001], [-1.099, 1.250, -0.221], [0.228, 0.096, -0.080], [0.595, 0.159, 0.798], [-0.125, -1.669, -0.011], [-0.039, 0.655, -2.233], [-0.325, 0.153, -0.494]]}



{"formula": "C8H18O", "method": "wB97M-V/def2-TZVPD", "smiles": "CC(C)(C)C(C)(C)CO", "relative_energy_kcal_mol": 44.2, "e_lumo_ha": 0.0270, "homo_energy_ev": -8.403, "elements": ["C", "C", "C", "C", "C", "C", "C", "C", "O", "H", "H", "H", "H", "H", "H", "H", "H", "H", "H", "H", "H", "H", "H", "H", "H", "H", "H"], "coordinates": [[-0.5284, 0.2243, -0.2606], [0.7864, -0.2633, 0.1868], [-1.5877, -0.5755, 1.0468], [-1.0381, -0.2808, -1.5995], [-0.8137, 1.7123, -0.1216], [1.0666, -1.7503, 0.0248], [1.8734, 0.6155, -1.0328], [1.2939, 0.2140, 1.5385], [-2.9446, -0.5242, 0.6921], [-3.2130, 0.3985, 0.6276], [-1.3614, -1.6288, 1.1975], [-1.4124, -0.0159, 1.9710], [-0.5879, 2.0956, 0.8702], [-0.6180, -1.2283, -1.9207], [-2.1180, -0.4245, -1.5481], [-0.8410, 0.4366, -2.3937], [-0.2394, 2.2844, -0.8474], [-1.8684, 1.8995, -0.3310], [1.1316, 1.2764, 1.6930], [0.8210, -0.3343, 2.3532], [2.1386, -1.9123, -0.0860], [0.7484, -2.3141, 0.8994], [0.5982, -2.2172, -0.8363], [1.9516, 1.6638, -0.7593], [2.8421, 0.1385, -0.9039], [1.5554, 0.4881, -2.0632], [2.3646, 0.0220, 1.6033]], "atomic_forces_ev_per_a": [[-3.463, -2.003, 3.008], [3.628, 2.079, -3.126], [0.787, 1.649, -2.025], [-0.134, -0.009, -0.017], [0.066, -0.312, 0.035], [0.161, -0.051, -0.054], [-0.930, -1.866, 2.285], [-0.062, -0.120, -0.147], [-0.281, 0.020, -0.052], [0.002, -0.058, 0.042], [0.269, 0.088, -0.230], [0.163, -0.020, -0.084], [-0.024, 0.034, 0.067], [0.089, -0.046, 0.088], [-0.047, 0.098, 0.006], [0.058, 0.154, -0.064], [0.029, 0.076, -0.091], [-0.048, 0.048, -0.016], [0.029, 0.078, 0.036], [-0.064, -0.010, 0.080], [0.061, 0.010, 0.109], [-0.060, -0.016, 0.164], [-0.062, 0.116, -0.064], [-0.119, 0.027, 0.015], [0.163, 0.061, -0.044], [-0.260, -0.037, 0.050], [0.049, 0.010, 0.031]]}